{
  "formula": "C28H29F16NO10",
  "method": "ωB97M-V with the def2-TZVPD basis set",
  "elements": ["F", "F", "F", "F", "F", "F", "F", "F", "F", "F", "F", "F", "F", "F", "F", "F", "O", "O", "O", "O", "O", "O", "O", "O", "O", "O", "N", "C", "C", "C", "C", "C", "C", "C", "C", "C", "C", "C", "C", "C", "C", "C", "C", "C", "C", "C", "C", "C", "C", "C", "C", "C", "C", "C", "C", "H", "H", "H", "H", "H", "H", "H", "H", "H", "H", "H", "H", "H", "H", "H", "H", "H", "H", "H", "H", "H", "H", "H", "H", "H", "H", "H", "H", "H"],
  "coordinates": [[-5.639499, 4.639527, 1.545387], [-7.565901, 2.739834, -2.551700], [-2.805591, -0.223083, 4.789558], [-6.780650, 2.527769, -4.557172], [-1.954297, -5.641026, -0.969023], [7.074872, -1.836242, -2.766991], [-8.613335, 1.515413, -4.005122], [4.260179, 2.327734, 2.931525], [4.892127, 2.674114, 0.885195], [-1.858249, -3.479884, -0.865866], [8.744800, -3.052415, -2.128979], [7.398532, -2.206563, -0.654214], [-0.647524, -4.544489, -2.310687], [-4.139622, -1.264976, 3.467376], [-2.264005, -2.168897, 4.043130], [6.208732, 3.178461, 2.522426], [4.949105, 0.004586, 1.828108], [10.088120, -0.764274, -1.667809], [-3.887402, -3.647566, -2.604815], [-5.671991, 0.219490, -3.763579], [8.116906, 0.337107, -1.605096], [-7.108704, 0.160193, -2.022721], [7.088468, 0.665319, 2.130656], [-0.007290, -1.175441, 2.509771], [-2.821656, -5.335420, -3.654629], [-3.809286, 0.944093, 1.622175], [-2.224473, -0.448051, 2.590332], [-1.794752, 3.252183, 2.495199], [5.627134, -1.984459, 3.089120], [-2.853370, -1.037279, 3.710847], [-2.985835, -4.425701, -2.708397], [-3.059615, 4.045018, 2.312057], [5.311908, 2.293276, 2.101031], [-5.570057, 3.586908, 2.444780], [-2.766515, 0.836196, 2.176462], [-4.254282, 3.620786, 3.191533], [5.915746, 0.879852, 2.037138], [0.661868, 1.830407, 2.887975], [8.894768, -0.728971, -1.706144], [-1.833049, -4.519340, -1.691996], [5.351697, -1.380670, 1.729238], [8.788066, 1.604209, -1.442420], [8.015653, -1.986002, -1.828762], [9.363660, 2.105995, -2.748708], [-0.786059, -0.295283, 2.614423], [-0.575006, 3.907863, 2.738022], [-1.720231, 1.855372, 2.460046], [0.623552, 3.208573, 2.923726], [-3.834146, -5.371371, -4.681845], [-5.175945, -0.672155, -0.768943], [-6.463648, -1.014762, -1.482588], [-3.663522, -4.245729, -5.679008], [-0.533291, 1.162211, 2.666892], [-6.594485, 0.650990, -3.136733], [-7.400823, 1.889172, -3.570193], [-7.183705, -1.435451, -0.784247], [-3.796687, -3.273226, -5.207741], [-4.397247, -4.342093, -6.478254], [9.799801, 3.094012, -2.607564], [8.583623, 2.170271, -3.508083], [-4.750504, -1.566126, -0.314687], [-6.306939, -1.742777, -2.278247], [-4.082676, 2.671801, 3.686977], [8.020340, 2.283047, -1.078387], [-4.441415, -0.258593, -1.459102], [9.549039, 1.513168, -0.668385], [-4.820244, -5.358320, -4.218715], [-2.824855, 5.065623, 2.600954], [6.467871, -1.494308, 3.577981], [1.571847, 1.269338, 3.036892], [6.206597, -1.457009, 1.069463], [5.860451, -3.043112, 2.984780], [-5.349653, 0.068675, 0.006053], [-6.399257, 3.680080, 3.143945], [-4.354113, 4.349872, 3.993152], [4.756621, -1.877149, 3.737390], [-2.663682, -4.272138, -6.113387], [-3.344608, 4.102412, 1.265612], [10.138931, 1.439301, -3.122636], [-0.571848, 4.986623, 2.786657], [1.525224, 3.776962, 3.090186], [4.513545, -1.884530, 1.253653], [-5.713137, 2.656193, 1.904367], [-3.705108, -6.335151, -5.168615]],
  "atomic_forces_ev_per_a": [[-0.086, 0.210, -0.083], [-0.014, 0.000, -0.052], [0.032, 0.121, 0.198], [-0.035, -0.002, 0.017], [0.022, 0.011, -0.008], [0.028, -0.022, 0.043], [0.005, 0.020, 0.012], [-0.016, 0.056, 0.008], [-0.008, -0.053, 0.031], [0.012, -0.034, -0.002], [-0.027, 0.044, 0.054], [0.027, -0.119, -0.075], [-0.022, 0.001, 0.053], [-0.160, -0.036, -0.054], [0.188, -0.318, 0.105], [-0.026, -0.073, 0.012], [-0.036, 0.132, 0.089], [-0.012, -0.073, -0.038], [-0.029, 0.041, 0.105], [-0.030, 0.069, -0.051], [-0.067, -0.122, -0.042], [-0.055, 0.122, -0.038], [0.001, 0.092, 0.002], [0.672, -0.937, 0.276], [0.097, 0.012, 0.092], [-0.744, 0.271, 0.041], [0.045, 0.102, -0.271], [0.466, -0.117, -0.066], [-0.017, 0.282, 0.165], [-0.168, -0.108, -0.347], [-0.151, -0.064, -0.202], [0.034, 0.092, 0.396], [-0.023, 0.243, 0.003], [-0.118, -0.501, 0.291], [0.545, 0.087, 0.285], [0.063, 0.410, -0.022], [0.034, -0.299, -0.153], [-0.128, -0.592, -0.096], [0.080, 0.267, 0.118], [0.087, 0.055, 0.070], [-0.054, -0.505, 0.033], [0.155, 0.443, 0.069], [-0.049, -0.085, -0.113], [-0.030, -0.228, -0.149], [-0.473, 0.829, 0.030], [-0.258, -0.647, -0.028], [0.007, -0.006, -0.053], [-0.368, 0.488, -0.131], [-0.286, -0.065, -0.374], [0.017, 0.246, -0.179], [0.204, -0.486, 0.209], [0.179, 0.153, 0.143], [0.129, 0.733, 0.031], [0.060, -0.271, 0.123], [0.005, 0.121, -0.034], [-0.122, 0.138, -0.037], [-0.083, -0.014, 0.020], [-0.005, -0.043, -0.006], [-0.026, 0.021, 0.031], [-0.023, 0.083, 0.037], [-0.032, -0.025, 0.001], [0.054, 0.129, -0.105], [-0.059, -0.284, -0.037], [-0.103, -0.119, 0.010], [0.015, -0.096, -0.056], [0.031, -0.141, -0.045], [0.047, 0.104, 0.104], [0.096, 0.184, -0.195], [0.065, -0.027, -0.062], [0.134, 0.034, 0.000], [0.139, 0.141, 0.017], [-0.026, -0.013, -0.039], [-0.068, -0.051, 0.107], [-0.110, 0.134, 0.037], [0.073, 0.078, 0.125], [-0.037, -0.088, -0.047], [-0.032, -0.067, -0.058], [-0.034, -0.256, -0.179], [0.050, 0.012, 0.067], [0.017, 0.105, 0.018], [0.143, -0.014, 0.070], [-0.087, 0.160, -0.014], [0.165, -0.039, -0.303], [0.116, -0.038, 0.101]],
  "smiles": "O=C1c2cccc(CCCF)c2C(=O)N1C(F)(F)F.CCOC(=O)C(F)(F)F.CCOC(=O)C(F)(F)F.CCOC(=O)C(F)(F)F.CCOC(=O)C(F)(F)F",
  "max_force_ev_per_a": 1.2,
  "total_charge": 0,
  "e_homo_ev": -10.13,
  "lumo_energy_ev": -0.70
}